{"formula": "C4H7ClN3", "method": "ωB97M-V/def2-TZVPD", "species": ["C", "C", "C", "C", "N", "N", "N", "Cl", "H", "H", "H", "H", "H", "H", "H"], "xyz": [[1.3062, -1.2044, 1.0298], [1.4287, -0.8767, -1.2355], [0.2738, -0.0749, 1.1148], [-0.7159, -0.1686, -0.1221], [1.8120, -1.5004, -0.0818], [0.2566, -0.3659, -1.3206], [-1.4917, 1.0031, -0.4342], [-1.7344, -1.5814, 0.0695], [1.3672, -1.7245, 1.9661], [2.0827, -0.8719, -2.0724], [-0.2380, -0.4713, 1.9941], [0.7626, 0.9172, 1.3242], [-0.0269, -0.3678, -2.3408], [-2.4710, 0.7703, -0.7721], [-1.4536, 1.5317, 0.3498]], "relative_energy_kj_mol": 18.4, "orbital_gap_ev": [8.4, 5.9], "total_charge": 1, "molar_mass_g_mol": 132.57, "spin_multiplicity": 3, "e_homo_ev": [-11.93, -14.57], "lumo_ev": [-3.562, -8.622]}